# 1
15
Properties=species:S:1:pos:R:3:forces:R:3 method="wB97M-V/def2-TZVPD" smiles="C[N+](C)(N)C=O" multiplicity=1 charge=+1 homo_ev=-15.759 orbital_gap_ev=11.5
C 0.4810 -0.6714 1.0828 0.7 0.0 4.7
N -0.0220 0.0626 -0.0421 -0.3 -1.2 -0.8
C -0.2433 -0.8675 -1.2436 -1.2 1.0 0.3
N 0.9126 0.9941 -0.4653 2.8 0.8 0.1
C -1.2178 0.8705 0.3256 -0.9 0.1 -0.5
O -2.0476 0.9684 -0.4966 -0.7 0.4 0.2
H 1.5357 -0.2583 1.4566 -2.4 -1.1 -0.8
H -0.2892 -0.4692 1.9413 1.7 -0.6 -1.2
H 0.5188 -1.7548 0.9352 0.0 0.4 -0.2
H 0.6538 -1.4495 -1.2456 0.5 -0.2 -0.5
H -1.1419 -1.5127 -1.1370 0.6 0.6 0.1
H -0.3139 -0.0969 -2.0192 -0.1 -1.1 -0.4
H 0.5681 1.9365 -0.5275 -0.1 0.3 0.0
H 1.7572 0.8823 0.1226 -0.7 0.8 -0.8
H -1.1515 1.3658 1.3128 0.1 -0.2 -0.2

=====

# 2
19
Properties=species:S:1:pos:R:3:forces:R:3 method="wB97M-V/def2-TZVPD" multiplicity=2 charge=0 homo_ev="-9.006 / -8.994" orbital_gap_ev="9.6 / 6.3"
C -2.0457 1.4636 0.5557 -0.1 0.7 -0.9
N -0.7939 0.9152 1.0137 0.6 -1.2 0.4
C 0.2855 1.0866 0.0581 0.1 -0.3 -0.1
C 1.5822 0.4063 0.5483 0.2 1.3 0.4
S 2.7755 0.2244 -0.8060 -0.1 0.2 0.6
H -2.8939 1.1789 1.1640 0.0 -0.2 0.3
H -2.2877 1.2492 -0.4999 0.0 -0.5 0.1
H -1.9859 2.5511 0.5524 0.0 0.2 0.3
H -0.8634 -0.1047 1.1299 -0.4 0.5 0.0
H 0.0352 0.6548 -0.9150 -0.2 0.0 -0.3
H 0.4611 2.1395 -0.0995 0.1 0.5 -0.1
H 1.3227 -0.5644 0.9396 0.0 -0.6 0.0
H 2.0304 0.9874 1.3761 -0.2 -0.3 -0.4
H 1.3065 -1.0355 -1.6433 0.0 -0.5 -0.5
H 1.1896 -2.5182 -2.1282 0.3 -0.1 -0.1
O 0.6822 -1.7184 -1.9835 -0.2 0.3 0.2
H 0.0505 -2.4601 0.9271 -0.1 -0.3 0.5
H -0.1724 -2.1315 -0.5086 -0.7 0.0 0.0
O -0.6785 -2.3244 0.3189 0.6 0.3 -0.3

=====

# 3
19
Properties=species:S:1:pos:R:3:forces:R:3 method="wB97M-V/def2-TZVPD" multiplicity=1 charge=+1 homo_ev=-12.156 orbital_gap_ev=7.7
C -2.7480 0.0240 1.2624 2.2 0.9 2.4
C -2.9545 1.2413 0.6937 0.2 -0.5 0.0
C -3.8806 -0.4889 -0.8798 0.2 -0.4 1.1
C -0.0934 -0.5448 -0.9150 0.7 1.9 1.8
C 2.0122 -0.6496 0.9165 0.5 -1.9 0.1
N 1.6568 -0.6732 -0.4794 -0.2 2.5 -3.1
O -0.3769 -1.4996 -1.7603 0.2 -0.5 -0.7
O -0.5559 0.5469 -0.6963 0.4 0.0 -0.6
S -3.1825 -1.3803 0.3992 -1.4 1.8 -0.8
S -3.7216 1.1777 -0.7990 -0.4 -0.2 -0.6
S -0.4778 -2.1734 -0.1321 -0.2 -2.3 0.3
H -2.0507 0.0505 2.2143 -1.7 -0.8 -2.0
H -2.5265 2.1868 1.0314 -0.4 -0.4 0.1
H -4.4770 -0.9510 -1.6643 0.4 0.0 0.1
H 3.0734 -0.6722 0.9194 1.1 0.0 0.5
H 1.6897 0.2454 1.3114 -0.8 1.9 1.1
H 1.6576 -1.5282 1.5231 0.1 0.9 -1.0
H 1.9114 -1.4877 -0.9367 0.4 -2.8 -0.5
H 2.2400 -0.0334 -1.1288 -1.3 -0.2 1.9

=====

# 4
18
Properties=species:S:1:pos:R:3:forces:R:3 method="wB97M-V/def2-TZVPD" multiplicity=1 charge=0 homo_ev="-7.271 / -6.947" orbital_gap_ev="7.4 / 7.5"
C 0.8718 1.7018 -1.0012 0.6 0.2 0.0
C 1.7063 1.6198 -2.0177 -1.2 0.4 0.4
C -0.4080 -0.9828 -0.5984 1.9 -0.4 -0.9
C -1.1007 0.2276 1.1864 -2.0 2.0 -0.3
C 0.7686 -1.8706 -1.0351 0.0 -2.4 0.2
C -1.2975 0.2713 2.6302 -0.2 0.6 1.5
O -0.3423 -0.6913 0.6980 -0.2 -0.4 -1.0
S 0.1724 2.2589 0.2825 -0.4 -0.2 0.7
H 2.1821 2.5015 -2.4063 0.3 0.3 0.1
H 1.5336 0.8315 -2.6824 0.4 -1.3 -1.0
H -1.2776 -0.5950 -1.1858 1.0 -0.6 0.6
H -2.0039 0.5725 0.6062 1.2 -0.5 0.1
H 0.9022 -1.9834 -2.1420 -0.3 0.5 1.0
H 0.7317 -3.0135 -0.6717 -0.7 2.2 -0.7
H 1.7567 -1.6365 -0.5788 -0.8 0.7 -0.4
H -2.1961 -0.3716 2.8099 0.6 0.4 0.4
H -1.6092 1.3617 2.9782 1.0 -2.3 -0.5
H -0.3901 -0.2022 3.1280 -1.2 1.0 -0.2

=====

# 5
15
Properties=species:S:1:pos:R:3:forces:R:3 method="wB97M-V/def2-TZVPD" smiles="C=C(C)N[C@@H]1C=N1" multiplicity=1 charge=0 homo_ev=-8.713 orbital_gap_ev=9.8
C -1.3104 1.1650 -0.7734 0.0 0.0 0.0
C -0.7304 0.0224 -0.4022 0.0 0.1 0.1
C -1.3069 -0.9071 0.6337 0.0 0.1 0.0
N 0.4755 -0.4448 -0.9842 -0.1 0.1 -0.1
C 1.6011 -0.5082 -0.0855 -0.1 -0.3 0.1
C 1.8230 0.5466 0.8824 0.4 0.1 -0.3
N 2.5804 0.6368 -0.1151 -0.3 0.1 0.4
H -2.2648 1.4692 -0.3559 0.1 -0.1 -0.1
H -0.8588 1.8131 -1.5214 -0.1 -0.1 0.1
H -1.6840 -1.8158 0.1510 0.1 0.1 0.1
H -0.5382 -1.2171 1.3512 -0.1 0.0 -0.1
H -2.1240 -0.4340 1.1853 0.1 -0.1 -0.1
H 0.7176 0.0895 -1.8133 0.0 -0.1 0.1
H 2.0350 -1.4964 0.0521 0.0 0.2 0.0
H 1.5847 1.0806 1.7952 0.1 -0.1 -0.1

=====

# 6
21
Properties=species:S:1:pos:R:3:forces:R:3 method="wB97M-V/def2-TZVPD" multiplicity=1 charge=+1 homo_ev=-14.713 orbital_gap_ev=11.7
C -1.6506 -0.6787 0.5715 1.1 -0.8 -0.3
C -0.2162 -0.3558 0.1358 1.0 -0.8 1.0
C 0.0544 -0.6324 -1.3296 1.7 0.2 0.4
C -0.5976 0.3482 -2.3078 -0.8 -0.8 1.1
O 1.5153 -0.5221 -1.4179 -0.8 -0.1 -0.1
N 0.4823 0.9616 0.4690 -2.4 1.7 0.4
H -1.6636 -1.7602 0.3472 -0.4 0.4 -0.7
H -2.4165 -0.1496 0.0140 -0.3 0.0 0.4
H -1.7609 -0.8293 1.6411 -0.3 1.2 0.3
H 0.4109 -0.9932 0.7762 -0.1 -0.4 -0.7
H -0.1753 -1.6853 -1.4915 -0.4 0.1 -0.3
H -1.0318 1.2121 -1.7914 0.5 0.2 -0.1
H -1.4898 -0.1601 -2.6759 0.2 0.2 -0.8
H 0.1615 0.6330 -3.0283 -0.5 0.1 -0.4
H 1.7818 -1.0995 -2.1415 0.3 0.2 0.0
H 0.6297 1.0472 1.4859 1.0 -0.6 -0.1
H -0.1311 1.7725 0.3169 -0.1 -0.2 -0.4
H 1.3037 1.1554 -0.1083 0.3 -0.7 0.2
H 2.0743 -0.0283 3.5258 0.5 -0.7 0.2
H 1.1287 1.0740 3.8689 -0.5 0.5 0.9
O 1.5908 0.6905 3.1400 -0.2 0.2 -1.1

=====

In order of appearance, energy above the lowest of the compared OMol25 structures with the same formula, charge and spin = 378.5; 0.0; 234.0; 561.3; 266.4; 110.7 kJ/mol.